The following is a quantum chemistry calculation of an isolated molecule of C2H5IN2, from the OMol25 dataset.

Last column: natural (NBO) charge in e.
Cartesian coordinates (Å):
C -1.41 -0.37 -0.10  -0.3853
C 1.17 -0.88 0.21  -0.3186
N -0.07 -0.24 0.15  -0.1187
N 0.21 1.20 0.19  -0.6128
I 3.07 0.04 0.04  0.1492
H -1.92 -1.30 -0.17  0.1932
H -2.04 0.41 0.09  0.1743
H 1.30 -1.94 0.16  0.2137
H -0.77 1.65 0.19  0.3529
H 0.45 1.43 -0.76  0.3522

Its electronic energy is -486.24349 Ha. The LUMO energy (spin up / spin down) is 0.358 / 0.360 eV. The calculation puts the energy relative to the best compared isomer or geometry (same formula, charge and spin) at 298.4 kJ/mol.



The following is a quantum chemistry calculation of a structure of composition C2H5IN2O2S, from the OMol25 dataset.

Last column: natural (NBO) charge in e.
Cartesian coordinates (Å):
C 1.27 0.28 0.09  -0.2371
C -0.02 1.24 0.08  -0.2782
N 0.84 -1.14 -0.04  -0.8510
N -1.02 0.43 -0.53  -0.8151
O -1.38 -2.07 -0.98  -0.9100
O -1.08 -1.38 1.39  -0.9132
S -0.80 -1.18 0.03  2.3800
I -2.88 0.88 -0.02  0.3685
H 1.97 0.28 -0.79  0.2049
H 1.95 0.52 0.92  0.2104
H -0.12 1.52 1.19  0.2042
H 0.07 2.20 -0.52  0.2324
H 1.22 -1.58 -0.83  0.4041

Its electronic energy is -1035.00463 Ha. The LUMO energy is -0.188 eV. The calculation puts the energy relative to the best compared isomer or geometry (same formula, charge and spin) at 67.7 kJ/mol.



The following is a quantum chemistry calculation of a cluster of 3 separate species, C2H5INO in total, from the OMol25 dataset.

Last column: Löwdin spin population.
Cartesian coordinates (Å):
C 2.89 2.51 0.04  0.0060
C 3.15 -1.67 -0.05  0.4507
N 3.01 -0.50 0.50  0.2195
O 2.38 3.47 -0.11  0.0059
I -2.98 0.91 -0.31  1.1143
H 2.99 -1.82 -1.11  0.0344
H 3.19 -2.55 0.55  0.0361
H 2.96 -0.54 1.52  0.0051
H -4.49 0.74 -0.75  0.1180
H 2.88 0.44 0.06  0.0100

Its electronic energy is -506.40914 Ha. The LUMO energy (spin up / spin down) is -5.481 / -9.819 eV. The multiplicity is 3. The calculation puts the energy relative to the best compared isomer or geometry (same formula, charge and spin) at 107.2 kJ/mol. Its net charge is +1.